No. 1
Formula: C38H31BCl2N8O6RuS
Source: the OMol25 dataset
Level of theory: ωB97M-V with the def2-TZVPD basis set

Computed properties:
calculated total energy	-3794.5775	a.u.
multiplicity	6
Kohn-Sham gap (spin up / spin down)	4.25 / 6.21	eV
charge	-1
energy relative to the best compared isomer or geometry (same formula, charge and spin)	0.00	kJ/mol
LUMO energy (spin up / spin down)	1.6 / 1.0	eV

```
88
Properties=species:S:1:pos:R:3:lowdin_spin:R:1
Ru 0.430 -1.693 -0.660 1.662
Cl -4.698 -5.172 2.388 -0.001
C -3.352 -4.819 1.339 0.007
C -2.592 -3.663 1.625 0.030
C -1.531 -3.297 0.804 0.020
N -0.792 -2.123 0.888 0.239
C -0.244 -1.677 2.123 0.123
O -0.947 -1.437 3.098 0.176
C 1.202 -1.515 2.032 0.204
C 1.932 -1.149 3.169 0.017
C 3.321 -1.178 3.077 0.154
C 3.951 -1.558 1.862 0.112
C 3.154 -1.811 0.772 0.047
N 1.795 -1.737 0.831 0.232
C -1.147 -4.135 -0.290 0.031
C -1.850 -5.309 -0.586 0.006
C -2.956 -5.621 0.231 0.029
Cl -3.963 -6.957 -0.216 0.008
N -0.052 -3.607 -0.962 0.157
C 0.543 -4.326 -1.996 0.036
O 0.241 -5.502 -2.284 0.072
C 1.589 -3.545 -2.689 0.006
C 2.347 -4.172 -3.678 0.000
C 3.288 -3.415 -4.355 0.006
C 3.547 -2.108 -3.951 0.002
C 2.785 -1.553 -2.925 0.008
N 1.739 -2.233 -2.371 0.016
H -2.821 -3.007 2.457 0.001
H 1.337 -0.862 3.993 -0.002
H 3.920 -0.850 3.919 0.009
H 5.008 -1.628 1.847 0.007
H 3.599 -2.164 -0.151 0.001
H -1.588 -6.015 -1.401 0.000
H 2.127 -5.207 -3.943 0.000
H 3.866 -3.896 -5.127 0.000
H 4.347 -1.526 -4.425 0.000
H 2.953 -0.542 -2.581 0.001
N -7.229 0.757 -1.262 0.000
C -5.973 0.406 -1.615 0.000
C -5.261 -0.528 -0.811 0.000
C -4.147 -1.210 -1.310 0.001
C -3.649 -0.867 -2.563 0.002
C -4.227 0.189 -3.285 0.000
C -5.376 0.837 -2.819 0.001
S -2.138 -1.613 -3.052 0.012
O -1.764 -1.277 -4.395 0.012
O -2.110 -2.993 -2.607 0.002
N -1.046 -0.822 -1.958 0.089
C -0.840 0.480 -2.300 0.091
N -1.569 1.175 -3.112 0.093
C -1.281 2.410 -3.436 0.307
C -0.046 2.968 -3.065 0.038
C 0.746 2.218 -2.254 0.247
N 0.331 0.993 -1.761 0.246
H -7.541 0.445 -0.362 0.000
H -7.723 1.449 -1.777 0.000
H -5.576 -0.761 0.196 0.000
H -3.728 -2.014 -0.749 0.000
H -3.774 0.493 -4.231 0.000
H -5.790 1.693 -3.367 0.000
H -2.005 2.954 -4.060 0.023
H 0.309 3.971 -3.386 -0.005
H 1.703 2.536 -1.895 0.019
C 1.846 5.640 4.447 0.000
C 2.636 4.867 3.397 0.001
C 2.968 5.809 2.221 0.000
C 3.958 4.380 4.039 0.000
C 1.814 3.674 2.883 0.007
C 0.535 3.363 3.319 0.007
C -0.308 2.502 2.630 0.008
C 0.268 1.764 1.639 0.009
O -0.360 0.982 0.689 0.083
B 0.679 0.596 -0.310 0.220
O 1.920 1.180 0.141 0.061
C 1.632 1.929 1.280 0.005
C 2.385 2.868 1.887 0.005
H 2.445 6.495 4.748 0.000
H 1.662 5.055 5.354 0.000
H 0.882 5.979 4.054 0.000
H 3.445 6.704 2.614 0.000
H 2.067 6.095 1.609 0.000
H 3.683 5.296 1.517 0.000
H 4.433 5.230 4.536 0.000
H 4.605 3.943 3.268 0.000
H 3.770 3.558 4.785 0.000
H 0.234 3.862 4.245 0.000
H -1.372 2.387 2.854 0.000
H 3.387 2.963 1.524 0.000
```

No. 2
Formula: C3H9NO3S
Source: the OMol25 dataset
Level of theory: ωB97M-V with the def2-TZVPD basis set

Computed properties:
calculated total energy	-798.2965	a.u.
Kohn-Sham gap	10.57	eV
energy relative to the best compared isomer or geometry (same formula, charge and spin)	277.40	kJ/mol
LUMO energy	0.8	eV

```
17
Properties=species:S:1:pos:R:3:nbo_charge:R:1
C 1.284 -1.525 -1.708 -0.613
C -0.024 -0.746 -1.460 -0.476
C 0.251 0.166 -0.220 0.260
N 0.483 1.414 -0.143 -0.766
O -1.062 0.055 3.129 -0.916
O -1.043 2.154 1.790 -0.945
O -1.739 -0.052 0.738 -0.927
S -1.896 0.841 1.888 1.757
H 1.542 -1.921 -0.662 0.209
H 1.269 -2.255 -2.616 0.230
H 2.069 -0.754 -1.871 0.205
H -0.769 -1.565 -1.322 0.236
H -0.283 -0.066 -2.337 0.202
H 0.582 -0.502 0.627 0.171
H -0.728 0.573 3.785 0.485
H 0.229 2.030 -0.875 0.356
H -0.164 2.153 1.258 0.531
```

No. 3
Formula: CHNO3S2
Source: the OMol25 dataset
Level of theory: ωB97M-V with the def2-TZVPD basis set

Computed properties:
calculated total energy	-1115.4545	a.u.
Kohn-Sham gap (spin up / spin down)	6.11 / 6.12	eV
charge	-2
energy relative to the best compared isomer or geometry (same formula, charge and spin)	190.97	kJ/mol
LUMO energy (spin up / spin down)	6.1 / 6.1	eV

```
8
Properties=species:S:1:pos:R:3:nbo_charge:R:1
C -0.399 0.566 -0.266 0.471
N -1.151 -0.458 -0.528 -0.894
O -3.140 -1.736 -1.101 -1.013
O -0.536 1.520 0.479 -0.719
O -3.062 -1.359 1.210 -1.003
S -4.708 1.430 0.030 -0.897
S -2.776 -0.757 -0.093 2.006
H 0.539 0.507 -0.723 0.048
```

No. 4
Formula: CHIN2
Source: the OMol25 dataset
Level of theory: ωB97M-V with the def2-TZVPD basis set

Computed properties:
calculated total energy	-445.7894	a.u.
SMILES string	IC1N=N1
Kohn-Sham gap	8.54	eV
energy relative to the best compared isomer or geometry (same formula, charge and spin)	181.51	kJ/mol
LUMO energy	-1.4	eV

```
5
Properties=species:S:1:pos:R:3:nbo_charge:R:1
I 1.174 -0.309 -2.323 0.034
C 0.387 0.506 -0.479 -0.122
N 1.113 1.510 0.205 -0.052
N -0.113 1.828 -0.450 -0.053
H -0.114 -0.280 0.076 0.192
```